Record 1
Below is a structure of composition C37H49N7P2PtSi2, with properties calculated with ωB97M-V with the def2-TZVPD basis set.

Geometry as XYZ:
```
98
Properties=species:S:1:pos:R:3
Pt 0.09922 -0.52718 -1.51854
C 4.15320 0.05685 -3.18109
Si 3.85479 -0.52086 -1.40684
C 3.60343 -2.38891 -1.46809
C 5.38176 -0.13780 -0.35069
N 2.46371 0.35367 -0.85991
P 1.71075 0.21952 0.55042
C 0.10186 0.66828 0.11591
P -1.48581 0.17702 0.57985
N -2.17850 0.09084 -0.86969
Si -3.68618 -0.49032 -1.47953
C -4.83461 1.01281 -1.68233
C -4.61784 -1.77729 -0.45689
C -3.33584 -1.26046 -3.16198
C -2.22636 1.45532 1.64734
C -1.44985 2.48576 2.16439
C -2.03465 3.47818 2.93988
C -3.39877 3.44692 3.19309
C -4.18120 2.42522 2.66924
C -3.59721 1.43507 1.89635
C -1.72141 -1.35161 1.53556
C -1.84267 -2.55533 0.84126
C -1.98955 -3.75095 1.52508
C -2.01571 -3.74410 2.91394
C -1.90330 -2.54901 3.61075
C -1.75871 -1.35075 2.92624
C 2.27375 1.38891 1.83055
C 1.80387 1.27433 3.13838
C 2.13714 2.22862 4.08577
C 2.94008 3.30540 3.72993
C 3.40242 3.42992 2.42764
C 3.06453 2.47548 1.47753
C 2.05391 -1.39551 1.32292
C 3.13428 -1.53804 2.19418
C 3.46839 -2.79215 2.68097
C 2.73319 -3.90730 2.30186
C 1.66488 -3.77368 1.42699
C 1.33455 -2.52112 0.93602
H 5.11324 -0.32651 -3.53755
H 4.17161 1.14516 -3.27866
H 3.37914 -0.34285 -3.84057
H 4.22536 -2.84698 -2.24090
H 2.56163 -2.61644 -1.70569
H 3.83999 -2.86645 -0.51435
H 6.26020 0.01362 -0.98174
H 5.59301 -0.97128 0.32244
H 5.24823 0.75838 0.25967
H -5.66446 0.96685 -0.97310
H -5.26123 1.03251 -2.68799
H -4.31199 1.95676 -1.51441
H -4.55174 -1.59808 0.61923
H -4.23355 -2.78199 -0.64259
H -5.67518 -1.77112 -0.73257
H -2.84959 -0.56906 -3.85332
H -4.26840 -1.59798 -3.62297
H -2.67999 -2.12787 -3.05800
H -0.38603 2.49949 1.95695
H -1.42467 4.27673 3.34419
H -3.85294 4.22029 3.79945
H -5.24492 2.39909 2.86941
H -4.19926 0.63799 1.47170
H -1.83534 -2.54307 -0.24361
H -2.08194 -4.67956 0.97330
H -2.13629 -4.67418 3.45451
H -1.93513 -2.55061 4.69315
H -1.68317 -0.41490 3.46778
H 1.17667 0.42810 3.40183
H 1.77716 2.13376 5.10251
H 3.20860 4.04519 4.47350
H 4.02978 4.27098 2.15914
H 3.42233 2.54950 0.45592
H 3.71554 -0.67022 2.47940
H 4.30704 -2.90118 3.35726
H 2.99871 -4.88529 2.68260
H 1.09508 -4.64228 1.12065
H 0.52092 -2.40861 0.23335
N -0.02577 3.72588 -2.10358
C -1.30373 2.94343 -2.15941
C -1.44117 2.25729 -3.51274
N -0.29144 1.43306 -3.83644
C 0.91310 2.23754 -3.86489
C 1.18396 2.94765 -2.53962
H 0.12265 4.02205 -1.13862
H -0.12263 4.55390 -2.68987
H -2.13183 3.61931 -1.94059
H -1.24987 2.17984 -1.38793
H -1.56850 2.99899 -4.31277
H -2.33791 1.64011 -3.47817
H -0.18951 0.64165 -3.14530
H 0.82306 2.96858 -4.67930
H 1.77154 1.60303 -4.08098
H 2.01753 3.64786 -2.61821
H 1.41031 2.20578 -1.77089
N -1.85579 -5.90891 -1.06808
C -1.09793 -5.25100 -1.65065
N -0.18837 -4.56444 -2.28414
C -0.05638 -3.33065 -2.49373
N 0.12866 -2.19456 -2.74050
```

Computed properties:
**Net charge**: 0
**HOMO level (alpha / beta)**: -7.00 / -7.00 eV
**Relative energy (zero: lowest compared OMol25 entry of this formula, charge and spin)**: 207.4 kJ/mol
**Frontier orbital gap (alpha / beta)**: 6.47 / 6.47 eV

---

Record 2
Below is a structure of composition C37H50BN8O4S5V, with properties calculated with ωB97M-V with the def2-TZVPD basis set.

Geometry as XYZ:
```
106
Properties=species:S:1:pos:R:3
V 3.01025 0.11508 -0.88329
C 0.56775 3.95278 -3.39599
C -0.26095 3.04548 -2.55179
C -1.57805 3.31988 -2.28779
C -2.28865 2.44208 -1.44419
N -1.72095 1.39588 -0.92939
N -0.42725 1.12688 -1.12849
B -0.01885 -0.03972 -0.15459
N -0.50205 -1.36352 -0.88219
N -1.76435 -1.75752 -0.72719
C -2.22315 -2.81862 -1.33429
C -1.40775 -3.61742 -2.16039
C -0.12025 -3.20982 -2.38279
C 0.79065 -3.96862 -3.28829
C 0.35065 -2.03532 -1.73459
S 1.91125 -1.58572 -2.18959
C -3.66655 -3.21892 -1.07459
C -4.21055 -4.15992 -2.15339
C -3.68465 -3.94902 0.26921
C -4.53655 -1.96672 -1.00769
N -0.63695 0.34708 1.26521
N -1.43355 -0.44342 1.96311
C -1.52225 -0.32902 3.25571
C -0.64065 0.51438 3.98411
C 0.12455 1.39408 3.29371
C 1.07275 2.34858 3.93661
C -0.00035 1.41618 1.86781
S 0.55685 2.74178 1.03591
C -2.63325 -1.04972 3.99301
C -3.38215 -1.98182 3.04981
C -2.07885 -1.87002 5.16461
C -3.58965 0.03188 4.51631
C 0.34855 1.91368 -1.94479
S 1.99585 1.66808 -2.28719
C -3.72585 2.72888 -1.05919
C -4.21355 1.67638 -0.06719
C -4.60915 2.69268 -2.31359
C -3.78755 4.11468 -0.39979
H -0.04805 4.73218 -3.83779
H 1.06805 3.38188 -4.17369
H 1.34095 4.40078 -2.77529
H -2.05145 4.19868 -2.69619
H -1.77805 -4.52192 -2.61909
H 0.31715 -4.88342 -3.63729
H 1.71495 -4.20592 -2.76699
H 1.05595 -3.35162 -4.14409
H -3.73645 -5.13562 -2.08669
H -4.05205 -3.75262 -3.14909
H -5.27925 -4.29922 -2.00189
H -3.12145 -4.87652 0.20481
H -4.70535 -4.17302 0.57271
H -3.21765 -3.31802 1.00981
H -4.55505 -1.47392 -1.97789
H -4.11575 -1.28832 -0.27549
H -5.55815 -2.22042 -0.72779
H -0.57685 0.46278 5.06021
H 1.14055 2.16348 5.00581
H 0.73835 3.37228 3.76061
H 2.05835 2.25428 3.47731
H -2.73145 -2.81452 2.80221
H -3.64465 -1.45372 2.13861
H -4.28875 -2.36472 3.51631
H -1.25855 -2.49782 4.82351
H -2.86285 -2.50722 5.57241
H -1.71135 -1.23092 5.96311
H -4.04035 0.56578 3.68291
H -3.05425 0.75108 5.13181
H -4.38305 -0.41692 5.11091
H -4.13695 0.69828 -0.52649
H -5.24695 1.86778 0.22061
H -3.58145 1.68108 0.81521
H -4.58895 1.69908 -2.75709
H -4.27165 3.40728 -3.06099
H -5.63785 2.93348 -2.04929
H -3.10835 4.15068 0.44971
H -4.79805 4.31468 -0.04589
H -3.50865 4.90388 -1.09459
O 1.84795 -0.87802 2.40121
S 2.04105 -1.27772 1.03431
O 1.41945 -2.52842 0.69051
O 1.37415 -0.10492 0.12151
O 3.42805 -1.19182 0.56941
C 6.53445 1.99748 -4.43939
N 5.85235 0.99918 -3.67089
C 5.66385 -0.31142 -4.00519
C 4.86635 -0.84662 -3.03769
N 4.54555 0.11828 -2.12689
C 5.16085 1.21308 -2.52919
H 7.34825 1.53998 -5.00249
H 6.93945 2.75658 -3.77279
H 5.84185 2.47918 -5.13439
H 6.10045 -0.74892 -4.88359
H 4.49455 -1.85122 -2.95399
H 5.11535 2.15268 -2.00969
S 4.04075 1.84578 0.35031
C 5.12555 1.02188 1.44531
C 6.49805 1.00838 1.20461
C 7.36095 0.44568 2.12431
C 6.87015 -0.12072 3.28931
C 5.50485 -0.12542 3.52421
C 4.63745 0.45258 2.62141
H 6.87615 1.44898 0.29041
H 8.42875 0.44638 1.93611
H 7.54555 -0.56642 4.00891
H 5.11335 -0.58322 4.42321
H 3.57465 0.43398 2.80371
```

Computed properties:
**Net charge**: -1
**HOMO level (alpha / beta)**: -3.15 / -3.96 eV
**Multiplicity**: 4
**Relative energy (zero: lowest compared OMol25 entry of this formula, charge and spin)**: 74.6 kJ/mol
**Frontier orbital gap (alpha / beta)**: 5.42 / 6.21 eV

---

no.,total energy (Eh),largest force on an atom (hartree/bohr)
1,-3203.64919,0.030
2,-5138.95429,0.061